w | A cluster of 2 separate species, C2H6O2 in total. Source: the Open Molecules 2025 dataset; level of theory: wB97M-V/def2-TZVPD.

```
10
C2H6O2 (wB97M-V/def2-TZVPD)
O -0.2815 1.3913 -0.3692
C -1.0463 0.2404 -0.2410
C 1.1380 -0.7882 0.4231
O 1.7094 0.1693 -0.0924
H -1.8383 1.0575 -0.3617
H -1.3974 -0.2134 0.6892
H -1.2278 -0.3361 -1.1469
H 0.8280 -0.8603 1.4717
H 1.3693 -1.7354 -0.0522
H 0.7465 1.0748 -0.3205
```

Summary:
**Kohn-Sham gap**: 9.81 eV
**HOMO level**: -9.82 eV
**LUMO energy**: -0.02 eV

***

x | A cluster of 2 separate species, C2H6O2 in total. Source: the Open Molecules 2025 dataset; level of theory: wB97M-V/def2-TZVPD.

```
10
C2H6O2 (wB97M-V/def2-TZVPD)
C -0.4504 -1.3701 -1.1282
O -0.2607 -0.4963 -0.0194
H 0.3307 -1.1620 -1.8622
H -1.4288 -1.2714 -1.6073
H -0.3551 -2.4094 -0.8267
H -0.0134 0.3475 -0.3946
O 0.7339 0.8398 2.3765
C 0.5321 1.5630 1.4485
H -0.4541 1.9836 1.1742
H 1.3658 1.9753 0.8393
```

Summary:
**Kohn-Sham gap**: 10.81 eV
**HOMO level**: -10.07 eV
**LUMO energy**: 0.74 eV

***

Decreasing stability: x, w

***

w | An isolated molecule of C3H4N2. Source: the Open Molecules 2025 dataset; level of theory: wB97M-V/def2-TZVPD.

```
9
C3H4N2 (wB97M-V/def2-TZVPD)
N -0.5914 0.7494 0.1875
C 0.7469 0.7513 0.0541
C 1.0658 -0.5804 0.0000
N -0.0481 -1.3776 -0.0225
C -1.0519 -0.5394 0.0383
H -1.3830 1.1686 -0.4167
H 1.3082 1.6612 0.0527
H 2.0544 -1.0108 -0.0326
H -2.1008 -0.8223 0.1392
```

Summary:
**Kohn-Sham gap**: 10.02 eV
**HOMO level**: -9.08 eV
**LUMO energy**: 0.94 eV

***

x | A cluster of 2 separate species, C3H4N2 in total. Source: the Open Molecules 2025 dataset; level of theory: wB97M-V/def2-TZVPD.

```
9
C3H4N2 (wB97M-V/def2-TZVPD)
C -0.6400 -1.2394 0.0269
C 0.1058 -0.1552 -0.1055
C -1.3216 0.0403 -0.0600
N -2.3840 0.6540 -0.0662
N 2.4844 0.1431 -0.1949
H -0.7942 -2.2879 0.1314
H -2.4387 1.6578 -0.1512
H 2.5758 0.0470 0.8143
H 2.4125 1.1404 -0.3948
```

Summary:
**Kohn-Sham gap (alpha / beta)**: 8.57 / 8.15 eV
**HOMO level (alpha / beta)**: -8.90 / -9.45 eV
**LUMO energy (alpha / beta)**: -0.33 / -1.30 eV

***

Decreasing stability: w, x